Entry 1:
Density functional theory data (wB97M-V/def2-TZVPD) for a gas-phase ion, C4H8N3O (charge +1) at a distorted geometry.

Positions of all 16 atoms, in Å:
N  2.437  1.262  0.118
C  1.876  0.091  -0.027
O  2.720  -0.914  -0.178
N  0.464  0.029  -0.045
C  -0.259  -1.076  0.072
C  -1.699  -1.109  0.080
C  -2.521  0.011  -0.057
N  -2.044  1.241  -0.127
H  3.491  1.315  0.121
H  1.740  1.986  0.285
H  2.552  -1.919  -0.377
H  0.167  -2.085  0.255
H  -2.011  -2.091  0.095
H  -3.524  -0.211  -0.257
H  -2.405  2.201  0.072
H  -0.982  1.270  -0.031

Calculated values
Total charge   +1
E   -10788.191 eV
Gap between HOMO and LUMO   8.27 eV
Spin multiplicity   1
HOMO   -12.7 eV

Population analysis type Mulliken, resulting atomic charges in e: N -0.32; C 0.66; O -0.50; N -0.49; C 0.36; C -0.83; C -0.05; N -0.34; H 0.29; H 0.24; H 0.40; H 0.16; H 0.38; H 0.40; H 0.29; H 0.34

Entry 2:
Density functional theory data (wB97M-V/def2-TZVPD) for a single CH5N3S molecule at a distorted geometry.

Positions of all 10 atoms, in Å:
C  2.316  0.379  -0.018
S  1.315  -1.038  0.458
N  -0.543  -0.270  -0.315
N  -1.556  -0.612  0.255
N  -2.794  -0.344  -0.077
H  3.159  0.352  0.667
H  1.746  1.387  0.005
H  2.884  0.181  -1.050
H  -3.029  0.444  -0.647
H  -3.498  -0.479  0.722

Calculated values
E   -16420.045 eV
Gap between HOMO and LUMO   8.30 eV
Spin multiplicity   1
HOMO   -8.3 eV

Population analysis type Mulliken, resulting atomic charges in e: C -0.65; S -0.06; N -0.26; N 0.22; N -0.50; H 0.28; H 0.24; H 0.23; H 0.24; H 0.27

Entry 3:
Density functional theory data (wB97M-V/def2-TZVPD) for a molecular structure, C4H3LiORh at a distorted geometry.

Positions of all 10 atoms, in Å:
C  1.300  -0.906  -1.726
C  0.376  -1.630  -2.177
H  -0.248  -2.121  -2.914
Rh  1.955  0.657  -0.114
O  -1.502  0.448  1.431
C  -1.149  0.154  0.340
C  -0.333  -0.716  -0.369
Li  -0.214  0.257  3.011
H  -0.167  -1.653  0.179
H  -1.225  0.112  -1.093

Calculated values
Total charge   +3
E   -9410.343 eV
Gap between HOMO and LUMO (alpha / beta)   6.97 / 7.07 eV
Spin multiplicity   5
HOMO (alpha / beta)   -22.6 / -24.5 eV
Expectation value of S²   6.04

Population analysis type Mulliken, resulting atomic charges in e: C 0.23; C 0.04; H 0.44; Rh 1.02; O -0.42; C 1.12; C -1.40; Li 0.97; H 0.57; H 0.43

Entry 4:
Density functional theory data (wB97M-V/def2-TZVPD) for a molecular structure, C22H37ClCuP2 at a distorted geometry.

Positions of all 63 atoms, in Å:
P  0.091  -1.562  -3.739
P  0.056  1.507  -3.641
C  -0.274  -0.676  -5.366
C  0.307  0.727  -5.340
H  -1.366  -0.683  -5.520
H  0.188  -1.263  -6.170
H  1.387  0.743  -5.564
H  -0.203  1.362  -6.076
C  -1.552  2.273  -4.097
H  -1.813  3.030  -3.351
H  -2.332  1.504  -4.146
H  -1.451  2.751  -5.079
C  1.150  2.935  -4.030
H  0.828  3.392  -4.977
H  2.187  2.580  -4.127
H  1.076  3.667  -3.217
C  -1.013  -2.981  -4.146
H  -0.866  -3.766  -3.393
H  -0.752  -3.365  -5.144
H  -2.060  -2.640  -4.143
C  1.666  -2.276  -4.345
H  2.434  -1.499  -4.399
H  1.504  -2.694  -5.344
H  1.984  -3.075  -3.670
Cu  -0.033  -0.091  2.524
C  0.688  1.241  1.008
C  -0.706  1.197  0.962
C  -1.543  0.555  -0.117
C  -1.926  -0.931  0.116
C  -0.874  -1.786  0.749
C  0.469  -1.712  0.562
C  1.209  -0.866  -0.426
C  1.634  0.549  0.069
C  0.130  -1.740  3.577
H  1.125  2.082  1.564
H  -1.240  1.923  1.584
H  -1.068  0.668  -1.105
H  -2.484  1.134  -0.159
H  -2.820  -0.947  0.757
H  -2.243  -1.396  -0.834
H  -1.263  -2.599  1.378
H  1.108  -2.366  1.168
H  0.627  -0.782  -1.358
H  2.133  -1.414  -0.681
H  2.607  0.446  0.570
H  1.835  1.207  -0.796
H  1.012  -1.641  4.233
H  0.195  -2.635  2.944
H  -0.792  -1.748  4.185
Cl  -2.731  0.726  5.611
C  -1.129  0.769  6.202
C  -0.888  0.489  7.542
C  0.427  0.343  8.017
C  1.496  0.487  7.126
C  1.270  0.828  5.792
C  -0.047  1.035  5.312
C  -0.232  1.429  3.933
H  -1.735  0.349  8.212
H  0.604  0.096  9.062
H  2.524  0.332  7.464
H  2.095  0.923  5.089
H  0.604  2.031  3.532
H  -1.217  1.824  3.659

Calculated values
E   -99150.014 eV
Gap between HOMO and LUMO (alpha / beta)   6.52 / 7.06 eV
Spin multiplicity   2
HOMO (alpha / beta)   -6.1 / -7.0 eV
Expectation value of S²   0.76

Population analysis type Mulliken, resulting atomic charges in e: P 1.03; P 0.88; C -1.23; C -1.21; H 0.46; H 0.51; H 0.47; H 0.50; C -1.51; H 0.38; H 0.33; H 0.48; C -1.41; H 0.39; H 0.37; H 0.39; C -1.39; H 0.40; H 0.39; H 0.36; C -1.52; H 0.34; H 0.46; H 0.38; Cu -0.48; C 0.20; C 0.05; C -0.30; C -0.77; C -0.38; C -0.63; C 0.68; C -1.02; C -0.98; H 0.55; H 0.59; H -0.76; H 0.60; H 0.42; H 0.33; H 0.48; H 0.35; H -1.22; H 0.70; H 0.43; H 0.24; H 0.28; H 0.68; H 0.16; Cl -0.23; C 0.59; C -0.57; C -0.39; C -0.63; C -0.38; C -0.25; C -0.91; H 0.39; H 0.36; H 0.33; H 0.33; H 0.42; H 0.52

Entry 5:
Density functional theory data (wB97M-V/def2-TZVPD) for a single C5H8ClN molecule at a distorted geometry.

Positions of all 15 atoms, in Å:
C  1.447  1.080  1.370
C  1.126  0.351  0.359
C  1.856  0.189  -0.950
N  -0.143  -0.740  0.359
C  -1.218  -0.331  -0.055
C  -2.484  -1.097  0.048
Cl  -1.467  1.115  -1.182
H  0.969  1.325  2.280
H  2.332  1.718  1.326
H  2.766  0.627  -0.863
H  1.924  -0.919  -1.348
H  1.247  0.713  -1.697
H  -2.651  -1.330  1.072
H  -3.418  -0.652  -0.237
H  -2.286  -2.048  -0.482

Calculated values
E   -19325.206 eV
Gap between HOMO and LUMO   10.49 eV
Spin multiplicity   1
HOMO   -9.7 eV

Population analysis type Mulliken, resulting atomic charges in e: C -0.95; C 0.70; C -1.10; N -0.48; C 0.66; C -1.03; Cl -0.24; H 0.32; H 0.23; H 0.47; H 0.25; H 0.24; H 0.29; H 0.37; H 0.26

Entry 6:
Density functional theory data (wB97M-V/def2-TZVPD) for 2 unconnected molecules or ions with the total composition C11H15NO6S.

Positions of all 34 atoms, in Å:
N  2.350  -3.415  1.003
C  2.677  -2.472  -0.074
C  2.705  -0.983  0.289
O  1.522  -0.246  0.160
C  0.421  -0.612  0.974
C  -0.603  -1.426  0.176
O  -1.885  -1.367  0.797
C  -2.111  -2.346  1.731
S  -2.677  -3.969  1.016
H  1.355  -3.578  1.053
H  2.615  -3.019  1.896
H  1.957  -2.611  -0.888
H  3.662  -2.734  -0.481
H  3.416  -0.474  -0.368
H  3.093  -0.891  1.324
H  0.792  -1.188  1.842
H  -0.069  0.308  1.320
H  -0.701  -0.991  -0.820
H  -0.321  -2.482  0.066
H  -2.931  -2.018  2.371
H  -1.233  -2.557  2.353
H  -2.039  -3.797  -0.143
C  -0.825  4.992  -1.421
C  -0.546  4.404  -0.167
C  -0.707  2.851  -0.055
O  -0.396  2.314  1.033
C  -1.188  2.157  -1.172
C  -1.484  2.747  -2.424
C  -1.252  4.291  -2.561
O  -1.469  4.809  -3.674
O  -1.908  2.120  -3.407
O  -0.181  5.031  0.842
H  -0.696  6.067  -1.531
H  -1.342  1.087  -1.057

Calculated values
Total charge   -2
E   -36258.550 eV
Gap between HOMO and LUMO   3.70 eV
Spin multiplicity   1
HOMO   0.2 eV

Population analysis type Mulliken, resulting atomic charges in e: N -0.64; C -0.68; C -0.44; O -0.35; C -0.62; C -0.57; O -0.34; C -0.27; S -0.29; H 0.33; H 0.27; H 0.29; H 0.33; H 0.37; H 0.31; H 0.33; H 0.61; H 0.46; H 0.14; H 0.34; H 0.30; H 0.13; C -0.84; C 0.48; C 0.51; O -0.81; C -0.50; C 0.58; C 0.49; O -0.78; O -0.79; O -0.79; H 0.34; H 0.08